# 1
{
  "formula": "C45H35F12IrN2O2P2",
  "method": "the ωB97M-V functional and the def2-TZVPD basis",
  "s2": 6.065,
  "homo_lumo_gap_ev": [5.9, 6.6],
  "spin_multiplicity": 5,
  "symbols": ["Ir", "P", "P", "F", "F", "F", "F", "F", "F", "F", "F", "F", "F", "F", "F", "O", "O", "N", "N", "C", "C", "C", "C", "C", "C", "C", "C", "C", "C", "C", "C", "C", "C", "C", "C", "C", "C", "C", "C", "C", "C", "C", "C", "C", "C", "C", "C", "C", "C", "C", "C", "C", "C", "C", "C", "C", "C", "C", "C", "C", "C", "C", "C", "C", "H", "H", "H", "H", "H", "H", "H", "H", "H", "H", "H", "H", "H", "H", "H", "H", "H", "H", "H", "H", "H", "H", "H", "H", "H", "H", "H", "H", "H", "H", "H", "H", "H", "H", "H"],
  "positions_angstrom": [[-0.977, -0.592, -0.235], [1.143, -0.354, 0.683], [-0.735, -2.163, 1.437], [-0.240, -2.025, -5.342], [-3.400, -0.589, -3.446], [-4.517, 3.406, 0.657], [-1.687, -3.154, -4.173], [-2.185, 0.968, -4.196], [0.406, -2.989, -3.540], [-5.150, 1.371, 0.983], [-3.313, 3.224, 2.848], [-2.482, -0.857, -5.351], [-4.268, 1.888, -0.955], [-3.290, 1.108, 3.087], [-1.438, 2.230, 2.941], [-2.560, 0.491, 0.733], [-1.430, -1.540, -2.075], [-0.991, 1.365, -1.515], [0.799, -1.407, 1.922], [-2.725, 1.789, 0.886], [-2.458, -1.332, 5.089], [-1.745, -2.204, 2.957], [-1.683, 4.081, 0.730], [0.040, 1.149, -2.463], [-0.476, -3.919, 1.012], [4.728, -1.555, -2.020], [-4.193, 2.087, 0.383], [2.426, 3.423, 1.432], [-2.764, -3.151, 3.075], [-1.837, 2.793, 0.146], [-0.906, 4.990, -1.321], [-1.614, -1.282, 3.996], [-0.656, -2.309, -4.103], [4.895, -0.560, -1.066], [-0.852, -5.608, -0.706], [2.283, 2.209, 0.793], [2.478, -1.859, -1.255], [1.085, 1.400, 2.760], [3.908, -0.212, -0.225], [1.300, 2.636, 3.399], [1.606, 1.212, 1.485], [-1.295, 2.603, -1.155], [-2.302, -0.368, -4.105], [-0.659, 6.289, 0.872], [3.477, 0.517, -4.958], [1.149, 1.937, -2.403], [0.101, -0.012, -3.300], [-1.067, -0.997, -3.354], [-0.935, -4.284, -0.246], [2.317, 0.685, -4.036], [-0.034, -6.229, 1.505], [1.905, 3.667, 2.675], [-0.336, -6.539, 0.179], [-1.052, 3.783, -1.991], [2.252, 1.805, -3.226], [2.639, -0.839, -0.329], [-3.399, -2.348, 5.246], [-2.695, 2.088, 2.428], [-0.066, -4.898, 1.898], [1.772, -1.823, 2.897], [-1.071, 5.109, 0.057], [-3.524, -3.248, 4.226], [3.527, -2.255, -2.051], [1.244, -0.247, -4.065], [3.459, -3.059, -2.762], [-2.002, 4.298, 1.715], [-0.983, -0.402, 3.863], [4.151, 0.438, 0.662], [2.939, 4.294, 1.083], [-1.123, -5.882, -1.691], [1.570, -2.377, -1.329], [3.385, -0.383, -5.552], [1.268, 2.626, -1.594], [3.374, 1.300, -5.722], [-2.312, -0.525, 5.789], [2.530, -1.053, 2.855], [1.370, -1.067, -4.787], [-1.228, -3.497, -0.871], [-3.065, -3.770, 2.240], [3.081, 2.490, -3.036], [2.764, 2.025, -0.198], [-3.898, -2.450, 6.212], [1.002, 2.748, 4.412], [0.126, -4.744, 3.040], [-1.247, 6.425, 1.805], [0.440, -6.950, 2.186], [-0.253, -7.535, -0.115], [2.084, 4.616, 3.113], [-0.654, 7.219, 0.311], [0.648, 0.557, 3.166], [5.444, -1.779, -2.688], [0.389, 6.214, 1.198], [4.430, 0.600, -4.454], [2.247, -2.766, 2.671], [-0.548, 5.889, -1.853], [-4.241, -4.039, 4.254], [-0.844, 3.694, -3.035], [1.413, -1.733, 3.926], [5.812, 0.022, -1.027]],
  "mulliken_spin": [1.601, 0.353, 0.086, 0.002, -0.001, 0.002, 0.000, 0.001, -0.002, 0.002, 0.000, 0.000, 0.000, -0.001, 0.001, 0.207, 0.243, 0.480, 0.007, 0.153, -0.011, 0.008, -0.053, -0.020, -0.019, 0.016, 0.033, -0.005, 0.039, 0.118, -0.093, 0.033, -0.005, -0.008, 0.006, 0.063, 0.091, 0.073, 0.008, -0.008, 0.024, 0.039, -0.002, -0.005, -0.002, 0.087, -0.003, 0.074, -0.020, 0.046, 0.002, 0.021, 0.000, 0.178, -0.045, -0.094, 0.020, 0.012, 0.010, 0.001, 0.165, -0.006, -0.007, 0.025, 0.001, 0.005, 0.003, 0.005, 0.001, 0.000, -0.019, -0.001, -0.002, 0.005, -0.001, -0.004, 0.002, 0.037, 0.001, 0.003, 0.005, 0.002, 0.000, 0.003, 0.003, 0.000, 0.000, 0.001, 0.005, 0.002, 0.001, 0.020, 0.002, 0.004, 0.002, -0.001, -0.004, 0.002, 0.000]
}


# 2
{
  "formula": "C21H20BrCaN3O11P2",
  "method": "the ωB97M-V functional and the def2-TZVPD basis",
  "homo_lumo_gap_ev": 8.4,
  "relative_energy_kcal_mol": 17.12,
  "symbols": ["Br", "Ca", "P", "P", "O", "O", "O", "O", "O", "O", "O", "O", "O", "O", "O", "N", "N", "N", "C", "C", "C", "C", "C", "C", "C", "C", "C", "C", "C", "C", "C", "C", "C", "C", "C", "C", "C", "C", "C", "H", "H", "H", "H", "H", "H", "H", "H", "H", "H", "H", "H", "H", "H", "H", "H", "H", "H", "H", "H"],
  "positions_angstrom": [[1.327, -1.054, 6.793], [-0.443, -0.817, -0.556], [-2.728, 1.032, -1.177], [-3.251, -1.866, -0.154], [-2.155, 1.202, 0.362], [-1.569, 4.261, 0.952], [-1.995, -2.467, -0.698], [-1.639, 0.303, -1.928], [-4.464, -2.886, -0.112], [-2.942, -1.417, 1.336], [-4.922, 0.085, 0.097], [-3.369, 2.253, -1.672], [1.052, 0.555, -0.212], [3.206, 0.709, -0.796], [-0.877, 6.269, 0.637], [1.173, -2.073, 0.802], [0.987, -2.073, -1.977], [-0.702, 5.073, 0.687], [-3.978, -0.342, -0.901], [0.442, -0.652, 4.127], [-4.640, -0.664, -2.245], [3.169, -2.887, -3.471], [2.096, -2.386, 4.407], [2.944, 4.905, -0.150], [0.765, 3.205, 0.081], [1.244, -1.877, 2.221], [2.006, 2.686, -0.246], [2.212, -2.305, 0.123], [2.142, -2.409, -1.377], [1.989, -2.538, -4.094], [3.096, 3.536, -0.360], [2.138, 1.200, -0.446], [0.410, -0.903, 2.765], [3.246, -2.820, -2.089], [2.071, -2.624, 3.038], [0.924, -2.132, -3.307], [1.289, -1.394, 4.935], [1.700, 5.434, 0.179], [0.646, 4.552, 0.292], [-3.543, -0.714, 1.637], [-0.264, -0.308, 2.148], [4.160, -3.066, -1.565], [-5.109, 0.242, -2.629], [4.059, 3.112, -0.612], [1.887, -2.565, -5.170], [-0.018, -1.828, -3.750], [-5.805, -0.199, -0.166], [2.681, -3.414, 2.616], [-0.189, 0.113, 4.555], [3.207, -2.379, 0.564], [4.029, -3.198, -4.052], [-3.908, -1.000, -2.978], [-2.215, 2.152, 0.572], [-5.389, -1.449, -2.118], [3.796, 5.566, -0.239], [1.551, 6.490, 0.349], [-4.183, -3.801, -0.254], [2.734, -2.971, 5.054], [-0.081, 2.546, 0.173]],
  "nbo_charge": [0.067, 1.785, 2.355, 2.328, -1.058, -0.412, -1.157, -1.236, -0.988, -0.995, -0.736, -1.087, -0.937, -0.678, -0.362, -0.500, -0.509, 0.544, -0.467, -0.214, -0.660, -0.144, -0.223, -0.216, -0.112, 0.194, -0.163, 0.158, 0.158, -0.243, -0.139, 0.786, -0.208, -0.207, -0.245, 0.078, -0.090, -0.193, 0.000, 0.537, 0.218, 0.226, 0.250, 0.239, 0.230, 0.213, 0.484, 0.220, 0.233, 0.183, 0.226, 0.248, 0.539, 0.212, 0.219, 0.246, 0.526, 0.232, 0.245]
}


# 3
{
  "formula": "C21H28N4O3",
  "method": "the ωB97M-V functional and the def2-TZVPD basis",
  "homo_lumo_gap_ev": 8.2,
  "smiles": "CCOC(CNc1cc(C)nc2c(-c3ccccc3OC)c(C)nn12)OCC",
  "relative_energy_kcal_mol": 72.75,
  "symbols": ["O", "O", "O", "N", "N", "N", "N", "C", "C", "C", "C", "C", "C", "C", "C", "C", "C", "C", "C", "C", "C", "C", "C", "C", "C", "C", "C", "C", "H", "H", "H", "H", "H", "H", "H", "H", "H", "H", "H", "H", "H", "H", "H", "H", "H", "H", "H", "H", "H", "H", "H", "H", "H", "H", "H", "H"],
  "positions_angstrom": [[3.073, -0.137, 1.058], [5.079, -0.228, -0.157], [-3.439, 1.108, 1.162], [-1.828, 1.217, -1.199], [1.739, -0.904, -1.452], [-0.490, -0.725, -0.930], [-0.579, -2.000, -0.543], [0.639, -0.112, -1.366], [-4.025, -0.805, -0.070], [3.758, -0.676, -0.036], [-0.911, 3.266, -2.038], [3.097, -0.437, -1.413], [-1.853, -2.182, -0.203], [-6.329, -1.495, -0.278], [-4.434, 0.313, 0.681], [-1.705, -0.058, -0.835], [-6.726, -0.385, 0.441], [0.506, 1.211, -1.737], [2.765, 1.252, 1.082], [-4.982, -1.697, -0.531], [6.529, -2.050, 0.616], [-2.610, -1.007, -0.357], [-3.786, 2.314, 1.789], [-2.320, -3.502, 0.297], [3.971, 2.172, 1.237], [-5.787, 0.515, 0.920], [5.956, -0.661, 0.876], [-0.757, 1.833, -1.634], [-4.391, 2.949, 1.133], [3.141, 0.622, -1.659], [7.022, -2.073, -0.352], [-6.124, 1.369, 1.488], [7.252, -2.294, 1.389], [-2.634, -4.133, -0.534], [-7.061, -2.198, -0.647], [3.624, 3.198, 1.330], [3.697, -0.981, -2.148], [-4.324, 2.145, 2.729], [1.571, -1.824, -1.058], [6.760, 0.079, 0.891], [5.429, -0.636, 1.837], [-4.665, -2.548, -1.115], [-7.774, -0.211, 0.639], [2.190, 1.533, 0.192], [-0.629, 3.397, -3.081], [4.534, 1.910, 2.129], [-2.843, 2.816, 2.002], [2.110, 1.345, 1.952], [-1.508, -4.006, 0.815], [1.343, 1.766, -2.126], [-1.945, 3.567, -1.903], [-0.269, 3.901, -1.431], [5.745, -2.804, 0.627], [-3.164, -3.370, 0.970], [4.629, 2.096, 0.375], [3.732, -1.759, 0.178]],
  "nbo_charge": [-0.542, -0.554, -0.504, -0.480, -0.586, -0.184, -0.353, 0.462, -0.118, 0.376, -0.647, -0.251, 0.209, -0.247, 0.397, 0.355, -0.194, -0.436, -0.072, -0.175, -0.635, -0.156, -0.248, -0.650, -0.642, -0.324, -0.069, 0.289, 0.177, 0.212, 0.212, 0.216, 0.216, 0.223, 0.211, 0.211, 0.216, 0.172, 0.423, 0.187, 0.182, 0.211, 0.211, 0.169, 0.221, 0.208, 0.198, 0.193, 0.231, 0.223, 0.236, 0.218, 0.204, 0.229, 0.220, 0.152]
}